(1)
This record from the OMol25 dataset describes a single C4H8O2 molecule in a non-equilibrium geometry. The level of theory is wB97M-V/def2-TZVPD.

SMILES: C1COCOC1
largest force on an atom: 1.5 eV/A
orbital gap: 11.2 eV
total energy: -8371.7530 eV
LUMO: 1.1 eV
molar mass: 88.106 g/mol

Each line ends with the natural charge from an NBO analysis.
CARTESIAN COORDINATES (ANGSTROEM)
C  -1.16338  0.34344  -0.20879  -0.4668
C  -0.45987  0.44065  1.12737  -0.0678
C  1.55586  -0.02229  0.09593  0.2125
C  -0.29791  -0.52851  -1.13320  -0.0813
H  -1.29748  1.38483  -0.59436  0.2176
H  -2.19791  -0.02480  -0.11044  0.2170
H  -0.92429  1.15043  1.78149  0.1980
H  -0.34287  -0.54970  1.65455  0.1604
H  2.65794  0.24709  0.07486  0.1877
H  1.44084  -1.02882  0.61432  0.1205
H  -0.28081  -1.56626  -0.74719  0.1600
H  -0.57879  -0.65979  -2.19986  0.2042
O  0.84385  0.89568  0.86002  -0.5345
O  1.04481  -0.08196  -1.21470  -0.5275

***

(2)
This record from the OMol25 dataset describes a molecular structure, C4H8O2. The level of theory is wB97M-V/def2-TZVPD.

largest force on an atom: 0.4 eV/A
orbital gap: 8.7 eV
total energy: -8368.2997 eV
LUMO: 0.7 eV
molar mass: 88.106 g/mol

Each line ends with the natural charge from an NBO analysis.
CARTESIAN COORDINATES (ANGSTROEM)
C  -1.10112  0.43134  -1.00218  -0.6272
C  0.00471  0.35920  0.04522  0.0756
O  -0.11487  1.45879  0.95278  -0.7280
C  0.03502  -0.90369  0.89227  -0.0676
C  1.38737  0.08884  -0.57431  -0.2010
O  1.37867  -1.38073  0.58245  -0.6071
H  -2.08461  0.54955  -0.53331  0.2101
H  -1.09882  -0.46854  -1.62415  0.2193
H  -0.92814  1.28124  -1.67456  0.2119
H  -0.22116  2.26209  0.42791  0.4678
H  0.02312  -0.66401  1.95578  0.2156
H  -0.71717  -1.66603  0.66593  0.1867
H  2.10540  0.68766  0.01247  0.1349
H  1.33159  -2.03569  -0.12631  0.5088

***

(3)
This record from the OMol25 dataset describes a single C4H8O2 molecule. The level of theory is wB97M-V/def2-TZVPD.

largest force on an atom: 0.5 eV/A
orbital gap: 9.7 eV
total energy: -8369.7555 eV
LUMO: 0.9 eV
molar mass: 88.106 g/mol

Each line ends with the natural charge from an NBO analysis.
CARTESIAN COORDINATES (ANGSTROEM)
C  -1.10779  0.54416  -1.73204  -0.6101
C  -0.93939  -0.44003  -0.57200  -0.0714
O  -0.30678  -1.61491  -1.03367  -0.7191
C  -0.29964  0.32024  0.56079  0.2496
O  0.79941  -0.30593  0.89825  -0.5198
C  1.56026  0.30331  1.95362  -0.2479
H  -1.60509  1.45726  -1.39380  0.2225
H  -1.69579  0.08268  -2.52931  0.2200
H  -0.12495  0.80610  -2.13774  0.2094
H  -1.94335  -0.68789  -0.18219  0.1936
H  0.42809  -1.79679  -0.43239  0.4771
H  2.50620  0.64885  1.53134  0.1926
H  1.74567  -0.45570  2.71581  0.1921
H  0.98315  1.13867  2.35334  0.2115

***

(4)
This record from the OMol25 dataset describes 2 unconnected molecules or ions with the total composition C4H8O2. The level of theory is wB97M-V/def2-TZVPD.

largest force on an atom: 0.6 eV/A
orbital gap: 9.3 eV
total energy: -8369.2779 eV
LUMO: 0.3 eV
molar mass: 88.106 g/mol

Each line ends with the natural charge from an NBO analysis.
CARTESIAN COORDINATES (ANGSTROEM)
C  1.94085  0.78705  0.56210  -0.8454
C  -0.11577  -0.17706  -0.94922  0.2711
O  0.41427  -1.38173  -1.01679  -0.6615
C  -0.97404  -0.12279  0.29698  -0.6770
C  -2.39806  -0.20891  -0.21813  0.4602
O  -3.30893  0.47891  0.16920  -0.4984
H  2.97869  0.72886  0.23448  0.2172
H  1.79238  1.62894  1.23976  0.2173
H  1.67234  -0.14439  1.06957  0.2091
H  1.31792  0.94279  -0.33234  0.2209
H  0.92383  -1.42170  -1.84148  0.5009
H  -0.85909  0.83014  0.82195  0.2541
H  -0.79677  -0.95421  0.99853  0.2254
H  -2.54620  -0.97196  -1.00908  0.1064

***

(5)
This record from the OMol25 dataset describes 2 unconnected molecules or ions with the total composition C4H8O2. The level of theory is wB97M-V/def2-TZVPD.

largest force on an atom: 0.5 eV/A
orbital gap: 9.8 eV
total energy: -8369.6843 eV
LUMO: 1.0 eV
molar mass: 88.106 g/mol

Each line ends with the natural charge from an NBO analysis.
CARTESIAN COORDINATES (ANGSTROEM)
C  -2.69350  0.11326  -0.02329  -0.4863
C  -2.00980  1.04700  0.63640  -0.3409
C  0.61598  -0.08793  0.59883  0.4262
O  0.29989  -0.57894  -0.59660  -0.7213
O  1.91935  -0.05024  0.73629  -0.5092
C  2.80730  -0.48342  -0.30643  -0.2903
H  -2.95254  -0.83111  0.45077  0.2022
H  -3.03312  0.26354  -1.04536  0.1991
H  -0.67618  -0.53225  -0.62643  0.5188
H  -1.72916  1.99050  0.17205  0.1956
H  -1.65573  0.89520  1.64951  0.2188
H  3.78179  -0.56678  0.17260  0.1978
H  2.48855  -1.44297  -0.71553  0.1978
H  2.83716  0.26415  -1.10281  0.1918

***

(6)
This record from the OMol25 dataset describes a single C4H8O2 molecule in a non-equilibrium geometry. The level of theory is wB97M-V/def2-TZVPD.

largest force on an atom: 1.6 eV/A
orbital gap (spin up / spin down): 8.8 / 7.0 eV
total energy: -8367.8908 eV
LUMO (spin up / spin down): 0.9 / 0.3 eV
molar mass: 88.106 g/mol

Each line ends with the natural charge from an NBO analysis.
CARTESIAN COORDINATES (ANGSTROEM)
O  0.67863  1.48150  0.94414  -0.6743
C  0.56313  1.30801  -0.36376  0.1426
C  0.89177  0.06422  -0.97570  -0.5963
C  0.34886  -1.22648  -0.25723  0.0519
O  -0.18598  -0.90329  1.00387  -0.5681
C  -1.47300  -0.39173  0.63467  -0.2738
H  0.58133  0.58359  1.36483  0.4946
H  0.17396  2.17263  -0.89644  0.1695
H  1.96529  -0.09919  -0.78157  0.2595
H  0.72025  0.06151  -2.05307  0.2411
H  1.03295  -2.06519  -0.18547  0.1608
H  -1.36888  -0.40811  -0.46132  0.2049
H  -2.23563  -1.13343  0.87413  0.1911
H  -1.69267  0.55596  1.15290  0.1966

***

(7)
This record from the OMol25 dataset describes a single C4H8O2 molecule in a non-equilibrium geometry. The level of theory is wB97M-V/def2-TZVPD.

largest force on an atom: 1.1 eV/A
orbital gap (spin up / spin down): 8.1 / 8.4 eV
total energy: -8368.3498 eV
LUMO (spin up / spin down): 0.4 / 0.6 eV
molar mass: 88.106 g/mol

Each line ends with the natural charge from an NBO analysis.
CARTESIAN COORDINATES (ANGSTROEM)
C  2.09236  0.17024  0.95235  -0.1084
O  0.84896  0.50885  1.01225  -0.3631
C  0.13026  1.13095  0.10784  0.0284
C  -0.75180  -1.30685  -0.77064  -0.2582
O  -1.54685  -0.62198  0.16549  -0.5328
C  -1.31752  0.78468  0.16188  -0.1411
H  2.50147  -0.28582  1.84090  0.1767
H  0.31707  -1.26314  -0.51828  0.1637
H  2.64677  0.37706  0.04206  0.1519
H  0.64603  1.36951  -0.82377  0.1494
H  -1.06929  -2.34967  -0.74140  0.1956
H  -0.87525  -0.91223  -1.78980  0.1595
H  -1.81171  1.15206  1.07033  0.2027
H  -1.81049  1.24635  -0.70923  0.1756

***

(8)
This record from the OMol25 dataset describes 2 unconnected molecules or ions with the total composition C4H8O2. The level of theory is wB97M-V/def2-TZVPD.

SMILES: C=CC=O.CO
largest force on an atom: 0.5 eV/A
orbital gap: 10.2 eV
total energy: -8371.0514 eV
LUMO: 0.0 eV
molar mass: 88.106 g/mol

Each line ends with the natural charge from an NBO analysis.
CARTESIAN COORDINATES (ANGSTROEM)
C  0.20008  -0.79839  1.83021  -0.2470
C  0.96610  1.28121  -0.70999  -0.2926
C  0.40531  0.35537  -1.48477  -0.3211
O  -0.58242  -1.48175  0.87632  -0.7313
C  -1.06815  0.22464  -1.57077  0.4138
O  -1.83981  0.64509  -0.73227  -0.5535
H  1.25015  -1.04363  1.64064  0.1749
H  -0.04529  -1.10221  2.85863  0.1634
H  0.08759  0.29161  1.75539  0.1655
H  2.04310  1.39949  -0.64047  0.2047
H  0.34414  1.95238  -0.12297  0.2097
H  0.99866  -0.31392  -2.10271  0.2155
H  -1.39471  -0.97464  0.75292  0.4798
H  -1.45199  -0.28191  -2.47931  0.1182